# 1
Density functional theory data (ωB97M-V/def2-TZVPD) for C41H52GeN5O6PdS2Si as an isolated structure.

Summary:
Spin multiplicity: 2
Energy (Eh): -5609.75741
Lowest unoccupied orbital energy (alpha / beta) (eV): 3.8 / 3.8
Orbital gap (alpha / beta) (eV): 5.33 / 6.95
Energy relative to the best compared isomer or geometry (same formula, charge and spin) (kcal per mole): 0.0
Charge: -2
Expectation value of S²: 0.754

Geometry as XYZ:
```
109
Properties=species:S:1:pos:R:3:forces:R:3
Pd -0.711484 -1.080909 0.262868 -0.1 -0.4 -0.3
C 2.474657 -1.438306 -2.781996 0.0 0.0 0.0
C 3.832051 -1.956507 -2.325371 0.1 0.0 0.1
C 3.766564 -3.450272 -2.013708 0.0 0.0 0.0
C 4.886206 -1.700964 -3.397485 0.0 0.0 0.0
O 4.264504 -1.220652 -1.186858 0.0 0.0 0.0
Si 3.858649 -1.333255 0.416711 0.0 0.0 -0.1
S 1.848034 -1.399110 0.848250 0.1 -0.1 0.2
O 4.696947 -2.676082 0.929674 0.0 0.1 -0.2
C 4.727490 -3.338085 2.184304 0.0 0.1 0.0
C 4.566230 -2.349430 3.336419 0.0 0.0 0.0
C 6.092876 -4.014856 2.261362 0.0 0.0 0.0
C 3.615576 -4.381238 2.221892 0.0 -0.1 0.0
O 4.685147 -0.089563 1.116627 0.1 -0.1 0.0
C 4.730164 1.303003 0.826738 -0.1 0.0 -0.1
C 3.354325 1.811042 0.419196 0.0 0.0 0.0
C 5.192505 1.977839 2.112245 0.0 0.1 0.0
C 5.742590 1.538647 -0.291947 0.0 0.0 0.0
H 2.115838 -2.003476 -3.646576 0.0 0.0 0.0
H 2.556592 -0.386322 -3.059377 0.0 0.0 0.0
H 1.747504 -1.522314 -1.973371 0.0 0.0 0.0
H 3.596341 -4.019197 -2.931019 0.0 0.0 0.0
H 2.950950 -3.660712 -1.321416 0.0 0.0 0.0
H 4.697411 -3.777309 -1.549984 0.0 0.0 0.0
H 4.609152 -2.186672 -4.336034 0.0 0.0 0.0
H 5.855420 -2.083404 -3.071865 0.0 0.0 0.0
H 4.979995 -0.627809 -3.571442 0.0 0.0 0.0
H 5.303142 -1.550782 3.249331 0.0 0.0 0.0
H 4.702152 -2.862643 4.292010 0.0 0.0 0.0
H 3.572853 -1.898146 3.315245 0.0 0.0 0.0
H 6.881406 -3.263702 2.199531 0.0 0.0 0.0
H 6.211840 -4.707730 1.426216 0.0 0.0 0.0
H 6.202255 -4.568386 3.197308 0.0 0.0 0.0
H 2.647983 -3.889143 2.127287 0.0 0.0 0.0
H 3.637394 -4.936133 3.163541 0.0 0.0 0.0
H 3.740617 -5.087200 1.396905 0.0 0.0 0.0
H 2.618667 1.577307 1.189211 0.1 0.0 -0.1
H 3.022470 1.335899 -0.505265 0.0 0.0 0.0
H 3.371798 2.891766 0.261065 0.0 0.0 0.0
H 4.482785 1.769274 2.913899 0.0 0.0 0.0
H 5.260769 3.059720 1.977313 0.0 0.0 0.0
H 6.171779 1.594625 2.405274 0.0 0.0 0.0
H 5.472993 0.945441 -1.165303 0.0 0.0 0.0
H 6.742286 1.241595 0.032863 0.0 0.0 0.0
H 5.759900 2.595176 -0.570529 0.0 0.0 0.0
O -10.781857 1.257586 1.749749 0.0 0.0 0.0
S -9.853627 1.971126 0.889896 0.0 0.0 0.0
O -8.770810 2.635850 1.585660 0.1 0.0 0.0
O -10.474204 2.756425 -0.160423 0.0 0.0 -0.1
C -9.049613 0.614280 -0.031154 0.0 0.0 0.0
N -9.840032 -0.077349 -0.859827 0.0 0.1 0.0
C -9.267473 -1.067590 -1.523292 0.0 0.0 0.0
C -7.925993 -1.387053 -1.392613 -0.1 0.0 -0.1
C -7.193858 -0.607810 -0.510402 0.2 -0.1 0.1
N -7.757455 0.383916 0.177202 -0.1 0.0 0.0
C -5.746970 -0.869293 -0.266137 -0.2 0.0 0.0
C -4.930923 -1.411894 -1.253113 0.0 0.0 0.0
C -3.594900 -1.632144 -0.975334 0.1 0.0 0.0
N -3.036672 -1.351504 0.202959 -0.1 0.0 0.0
C -3.821885 -0.822322 1.144250 -0.1 0.0 0.0
C -5.171602 -0.566312 0.958354 0.1 0.0 0.0
H -9.909439 -1.642213 -2.186236 0.0 0.0 0.0
H -7.483425 -2.211383 -1.933584 0.0 0.0 0.0
H -5.316325 -1.632748 -2.239799 0.0 0.0 0.0
H -2.925894 -2.033461 -1.729050 0.0 0.0 0.0
H -3.337848 -0.582444 2.082801 0.0 0.0 0.0
H -5.762753 -0.100956 1.734161 0.0 0.0 0.0
C -0.134226 1.663934 2.321630 0.1 0.1 -0.1
Ge -0.831047 1.298377 0.472529 0.0 0.4 0.4
C -2.670246 2.076796 0.501666 -0.1 -0.1 0.0
C -3.290771 2.537763 1.664042 0.0 -0.1 0.0
C -4.641027 2.875930 1.690545 0.0 0.0 0.0
C -5.418444 2.756813 0.547407 0.0 0.0 0.0
C -4.813304 2.326535 -0.628033 0.1 0.0 0.0
C -3.464973 1.992763 -0.646126 0.0 0.0 0.0
C 0.119288 2.529380 -0.790735 0.1 0.0 -0.1
C 0.628551 1.954137 -1.927367 0.1 0.0 0.0
C 1.356602 2.691327 -2.892246 0.0 -0.1 0.0
C 1.595139 4.019014 -2.704743 0.0 0.0 0.0
C 1.085229 4.675340 -1.555727 0.0 0.0 0.0
C 1.310714 6.059273 -1.342690 0.0 0.0 0.0
C 0.790537 6.695747 -0.253561 0.0 0.0 0.0
C 0.004001 5.973844 0.671417 0.0 0.0 0.0
C -0.218598 4.638374 0.493488 0.0 0.0 0.0
C 0.329309 3.935165 -0.611615 -0.1 0.0 0.0
H -0.451583 2.599613 2.785843 0.0 0.1 0.0
H 0.957376 1.640135 2.293886 -0.1 0.0 0.0
H -0.449195 0.835457 2.960136 0.0 0.0 0.0
H -2.716884 2.607641 2.583064 0.0 0.0 0.0
H -5.103385 3.204885 2.614446 0.0 0.0 0.0
H -6.482749 2.954855 0.589826 0.0 0.0 0.0
H -5.409726 2.223219 -1.528407 0.0 0.0 0.0
H -3.024120 1.624416 -1.569354 0.0 0.0 0.0
H 0.491250 0.887986 -2.074214 0.0 0.0 0.0
H 1.740613 2.189555 -3.773536 0.0 0.0 0.0
H 2.167828 4.592454 -3.425967 0.0 0.0 0.0
H 1.901381 6.605982 -2.070410 0.0 0.0 0.0
H 0.968270 7.753995 -0.102443 0.0 0.0 0.0
H -0.432318 6.485229 1.520767 0.0 0.0 0.0
H -0.840653 4.093576 1.188535 0.0 0.0 0.0
N 0.482966 -3.956751 -0.245454 0.0 0.0 0.3
C 0.434290 -5.275134 -0.482650 0.0 0.0 -0.1
C -0.896611 -5.638163 -0.477369 0.0 0.1 0.0
C -1.579519 -4.440370 -0.203131 -0.1 0.0 0.0
N -0.730791 -3.435738 -0.046500 0.2 0.0 -0.1
H 1.274061 -3.332033 0.004314 -0.1 0.0 -0.1
H 1.332866 -5.846121 -0.644480 0.0 0.0 0.0
H -1.313167 -6.614991 -0.650303 0.0 0.0 0.0
H -2.638668 -4.263915 -0.104276 0.0 0.0 0.0
```
Forces are in eV/Å.

---

# 2
Density functional theory data (ωB97M-V/def2-TZVPD) for a 6-piece molecular cluster, C41H52NO2 overall in a non-equilibrium geometry.

Summary:
Spin multiplicity: 2
Energy (Eh): -1798.45960
Lowest unoccupied orbital energy (alpha / beta) (eV): 0.6 / -0.1
Orbital gap (alpha / beta) (eV): 9.34 / 9.04
Expectation value of S²: 0.755

Geometry as XYZ:
```
96
Properties=species:S:1:pos:R:3:forces:R:3
C 2.835675 0.324527 -1.244396 0.2 0.5 -0.9
C 2.664968 1.512939 -2.360608 -1.1 -0.6 -0.6
C 1.063016 1.752558 -2.778021 1.4 1.5 0.0
O 1.125662 2.696062 -3.943908 0.3 -0.1 1.0
C 0.339770 0.399440 -3.326409 0.1 0.0 -0.9
C -0.912283 -0.170634 -2.459912 0.0 -3.0 -0.5
C -0.391624 -1.587682 -1.740333 0.2 -0.3 -1.2
C -2.121356 -0.643617 -3.502306 0.4 -0.9 -0.1
N -1.446257 0.716156 -1.369727 2.4 0.0 0.9
O -1.025962 0.372113 -0.140433 -1.3 0.9 -2.5
C -1.313295 2.190301 -1.656907 -0.6 2.4 2.0
C -2.018131 2.973133 -0.357515 0.3 -0.2 -0.4
C -2.105915 2.728997 -2.984071 0.9 0.7 -0.5
C 0.280383 2.559194 -1.590401 0.5 -0.8 0.0
H 3.967317 0.338410 -0.896783 -2.5 -0.3 -0.5
H 2.100127 0.490401 -0.349504 1.5 -0.4 -1.6
H 2.551363 -0.693848 -1.788905 0.9 2.1 1.4
H 3.190177 1.193202 -3.380954 -1.0 0.7 2.3
H 3.089022 2.552876 -2.019011 -0.8 -2.0 -0.5
H 1.625001 3.527454 -3.692314 -0.8 -1.6 -0.1
H -0.059468 0.584671 -4.434393 1.0 -0.1 2.4
H 1.141573 -0.477150 -3.443579 -1.7 2.0 0.4
H -1.253814 -2.151585 -1.175266 1.8 1.3 -0.9
H 0.586608 -1.439972 -1.103843 -2.3 -0.2 -1.0
H -0.071876 -2.285507 -2.654046 -0.7 1.5 1.9
H -3.162672 -0.784637 -2.962916 2.2 0.6 -1.1
H -2.175806 0.024772 -4.467346 -0.1 -1.1 2.1
H -1.819785 -1.732234 -3.885101 -0.6 2.4 0.8
H -3.067806 2.445518 -0.150761 2.3 1.4 -0.3
H -1.294153 2.898445 0.587688 -1.8 0.1 -2.1
H -2.146755 4.117601 -0.655048 0.1 -2.5 0.7
H -1.613872 2.340517 -3.996617 -1.3 0.7 2.3
H -3.262792 2.548997 -2.930261 2.3 0.0 -0.1
H -1.966713 3.914208 -3.021205 -0.2 -2.6 0.2
H 0.780509 2.212386 -0.563488 -1.6 0.6 -2.0
H 0.483290 3.734679 -1.635847 -0.6 -2.6 -0.3
C -1.617434 -5.478505 -2.574553 0.0 -0.1 0.1
C -0.324630 -5.635499 -2.075777 -0.1 -0.1 0.1
C -0.070317 -6.577571 -1.079466 -0.2 0.0 -0.1
C -1.108108 -7.370313 -0.588481 0.0 0.1 -0.1
C -2.400211 -7.215876 -1.089982 0.1 0.1 -0.1
C -2.656265 -6.267305 -2.079727 0.2 0.0 0.1
H -1.815892 -4.741824 -3.348606 0.0 -0.1 0.1
H 0.485285 -5.022513 -2.463299 -0.1 -0.1 0.1
H 0.935831 -6.694987 -0.686283 -0.1 0.0 -0.1
H -0.909179 -8.107930 0.184475 0.0 0.1 -0.1
H -3.208530 -7.834877 -0.708396 0.1 0.1 -0.1
H -3.664052 -6.143446 -2.466264 0.1 0.0 0.0
C -5.023029 2.776741 3.712409 -0.1 -0.2 0.0
C -4.162244 2.080534 2.864404 -0.1 -0.1 0.1
C -4.500462 0.801666 2.422911 -0.1 0.1 0.1
C -5.705358 0.222452 2.821976 0.1 0.2 0.1
C -6.567866 0.920249 3.666989 0.1 0.1 0.0
C -6.225294 2.195408 4.115942 0.1 -0.1 -0.1
H -4.757511 3.772033 4.059018 0.0 -0.1 -0.1
H -3.226575 2.534716 2.547974 -0.1 -0.1 0.0
H -3.826434 0.256760 1.767567 -0.1 0.1 0.1
H -5.971373 -0.772194 2.474088 0.0 0.1 0.1
H -7.507555 0.469370 3.976571 0.1 0.1 0.0
H -6.894925 2.736497 4.778667 0.1 -0.1 -0.1
C 0.333254 5.563155 3.269884 0.0 0.1 -0.1
C 0.417651 5.322307 1.898886 0.0 0.1 0.0
C 0.172390 6.353390 0.992505 0.0 0.1 0.2
C -0.147914 7.629063 1.457886 0.0 -0.2 0.1
C -0.228609 7.870768 2.829000 0.0 -0.1 -0.1
C 0.007545 6.837360 3.735225 0.0 0.0 -0.2
H 0.521119 4.758493 3.975908 0.0 0.1 -0.1
H 0.673990 4.329926 1.536454 0.0 0.1 0.0
H 0.231645 6.163764 -0.075785 0.0 0.0 0.1
H -0.334277 8.433912 0.751770 0.0 -0.1 0.1
H -0.476637 8.865359 3.191520 0.0 -0.2 -0.1
H -0.060823 7.024693 4.803223 0.0 0.0 -0.1
C 6.433468 6.373238 -0.191094 -0.1 -0.2 -0.1
C 7.294252 5.677030 -1.039099 -0.1 -0.1 0.1
C 6.956035 4.398163 -1.480592 -0.1 0.1 0.1
C 5.751139 3.818949 -1.081527 0.1 0.2 0.1
C 4.888631 4.516746 -0.236514 0.1 0.1 -0.1
C 5.231203 5.791905 0.212438 0.1 -0.1 -0.1
H 6.698986 7.368530 0.155514 0.0 -0.1 0.0
H 8.229922 6.131212 -1.355530 -0.1 -0.1 0.1
H 7.630063 3.853257 -2.135936 -0.1 0.1 0.1
H 5.485124 2.824302 -1.429415 0.0 0.1 0.0
H 3.948941 4.065866 0.073068 0.1 0.1 0.0
H 4.561572 6.332994 0.875163 0.1 -0.1 -0.1
C 1.763700 -10.687120 2.132050 -0.1 0.1 0.1
C 1.264733 -9.410611 1.874516 0.0 -0.1 0.2
C 0.489652 -8.757601 2.832449 0.1 -0.2 0.1
C 0.221570 -9.377822 4.053094 0.1 -0.1 -0.1
C 0.723727 -10.652837 4.312057 0.0 0.1 -0.1
C 1.491050 -11.309628 3.350399 -0.1 0.2 -0.1
H 2.364867 -11.197117 1.383889 -0.1 0.1 0.1
H 1.479430 -8.924594 0.926054 0.0 -0.1 0.1
H 0.095403 -7.765724 2.628827 0.1 -0.1 0.0
H -0.378340 -8.867086 4.801672 0.1 -0.1 -0.1
H 0.516074 -11.135360 5.264003 0.0 0.1 -0.2
H 1.877469 -12.305167 3.550324 0.0 0.1 0.0
```
Forces are in eV/Å.